# 1
Entry from the Open Molecules 2025 dataset: a structure of composition C14H19Cl3GeN3O3Pt (wB97M-V/def2-TZVPD).

Properties
2S+1   2
Energy   -122770.9957 eV
LUMO energy (alpha / beta)   0.1678 / 0.1622 Eh
Expectation value of S²   0.796
HOMO (alpha / beta)   -0.0611 / -0.0607 Ha
ΔE to the lowest compared entry with this formula, charge and spin   0.0 kJ/mol
Total charge   -2

Structure (XYZ):
```
44
Properties=species:S:1:pos:R:3:nbo_charge:R:1
Pt -0.22481 -0.57101 0.72365 0.63
C -3.10338 -2.34220 -1.99338 -0.67
C -2.27745 -1.88189 -0.83009 0.24
N -1.63732 -0.76447 -0.83563 -0.22
O -1.54720 -0.09528 -2.05982 -0.58
C -2.21359 -2.64973 0.38764 -0.04
C -3.12836 -3.79295 0.67895 -0.66
N -1.32676 -2.23037 1.29969 0.02
O -1.30189 -2.77373 2.42633 -0.50
H -2.68045 -1.99117 -2.93236 0.23
H -4.11295 -1.93343 -1.90307 0.23
H -3.17466 -3.42830 -2.00681 0.21
H -1.08203 0.71247 -1.78784 0.50
H -4.13516 -3.61021 0.29570 0.20
H -3.18195 -3.91417 1.75982 0.25
H -2.77271 -4.73962 0.25379 0.19
C 1.64883 0.58949 2.79515 -0.74
C 1.21605 -0.69762 2.10538 0.40
O 1.81057 -1.72916 2.36358 -0.64
H 2.22080 0.36007 3.69713 0.20
H 0.79420 1.22850 3.02114 0.24
H 2.28207 1.13606 2.08908 0.22
C 0.82649 3.79017 -0.42779 -0.65
C 1.78838 2.80979 -1.02851 0.11
C 2.87412 3.23776 -1.76471 -0.28
C 3.76476 2.32566 -2.32950 -0.24
C 3.55166 0.96060 -2.15166 -0.25
C 2.49283 0.47367 -1.40514 0.01
C 2.30693 -1.00830 -1.27176 -0.65
C 1.56646 1.40063 -0.79196 0.03
N 0.52786 1.09309 -0.02981 -0.64
H 1.12814 4.81473 -0.65843 0.18
H 0.74908 3.66616 0.65265 0.25
H -0.18434 3.61709 -0.80268 0.23
H 3.02838 4.30303 -1.90853 0.18
H 4.61549 2.67463 -2.90374 0.19
H 4.23531 0.25099 -2.60837 0.19
H 3.09923 -1.53242 -1.81209 0.19
H 1.33993 -1.32249 -1.67037 0.23
H 2.31338 -1.32843 -0.22875 0.26
Cl -3.19256 0.35157 5.22016 -0.64
Ge -2.45828 0.63633 3.00844 0.90
Cl -1.84903 2.88897 3.27306 -0.64
Cl -4.59605 1.01547 2.09142 -0.64
```


# 2
Entry from the Open Molecules 2025 dataset: a structure of composition C14H19ClOYb (wB97M-V/def2-TZVPD).

Properties
2S+1   2
Energy   -60927.8604 eV
LUMO energy (alpha / beta)   0.0926 / 0.0922 Eh
Expectation value of S²   0.751
HOMO (alpha / beta)   -0.1103 / -0.1102 Ha
Total charge   -1

Structure (XYZ):
```
36
Properties=species:S:1:pos:R:3:nbo_charge:R:1
C -1.44236 -1.23574 -1.55903 -0.39
C -0.16822 -1.69359 -2.01637 -0.43
C 0.52565 -0.55715 -2.52414 -0.39
H 0.23751 -2.70343 -1.93814 0.24
C -0.31217 0.58316 -2.41217 -0.37
C -1.53806 0.16597 -1.80049 -0.32
H -2.44259 0.76029 -1.65846 0.23
H -2.23110 -1.84436 -1.12036 0.23
H 1.53232 -0.57558 -2.92926 0.29
H -0.04022 1.58756 -2.73605 0.23
Yb 0.40109 -0.30208 0.01017 1.98
Cl 1.99347 0.15537 1.82232 -0.63
C 4.10659 -0.45717 -0.13735 -0.33
C 4.11941 0.47531 -1.21267 -0.38
C 3.91750 -0.24996 -2.42297 -0.38
H 4.28755 1.54339 -1.12341 0.19
C 3.76749 -1.63187 -2.08965 -0.38
C 3.86915 -1.75723 -0.67443 -0.40
H 3.81931 -2.67966 -0.10577 0.19
H 4.28025 -0.21512 0.90240 0.21
H 3.91074 0.16778 -3.42624 0.18
H 3.63444 -2.44529 -2.79738 0.18
C -3.37630 -0.20738 1.77329 -0.62
C -2.26124 0.82570 2.01209 0.27
C -2.57705 2.29418 1.68632 -0.62
C -2.02368 0.76536 3.51727 -0.62
O -1.18228 0.39645 1.23050 -0.97
H -4.28294 -0.01014 2.35799 0.19
H -2.99547 -1.18519 2.12555 0.20
H -3.68606 -0.27910 0.71986 0.20
H -3.45386 2.70001 2.21547 0.19
H -1.71213 2.88701 2.02317 0.21
H -2.73369 2.46581 0.61349 0.20
H -1.72893 -0.24379 3.81717 0.21
H -1.26143 1.49092 3.80567 0.21
H -2.95271 1.00957 4.05159 0.19
```


# 3
Entry from the Open Molecules 2025 dataset: an isolated molecule of C14H19NO2 (wB97M-V/def2-TZVPD).

Properties
Energy   -20408.6319 eV
LUMO energy   0.0309 Eh
HOMO   -0.2939 Ha
SMILES   COc1c2c(c3c(c1OC)CNCC3)CCC2
ΔE to the lowest compared entry with this formula, charge and spin   338.7 kJ/mol

Structure (XYZ):
```
36
Properties=species:S:1:pos:R:3:nbo_charge:R:1
C -2.81237 1.68324 -1.39183 -0.25
O -1.99491 0.74674 -2.03859 -0.53
C -0.99422 0.29368 -1.19495 0.22
C -1.26252 -0.80800 -0.37118 -0.05
C -0.45147 -1.05869 0.77804 0.07
C 0.69474 -0.31306 1.03195 -0.04
C 0.96846 0.82118 0.27830 -0.09
C 0.11303 1.18885 -0.81050 0.34
O 0.20542 2.31480 -1.50913 -0.54
C 0.62310 2.17755 -2.85279 -0.26
C 2.35935 1.46195 0.33692 -0.24
N 3.19715 1.09122 1.48562 -0.62
C 2.95794 -0.30888 1.90830 -0.22
C 1.54142 -0.77477 2.22962 -0.43
C -1.00306 -2.27481 1.50667 -0.43
C -1.98079 -2.88783 0.38546 -0.40
C -2.50299 -1.74597 -0.47756 -0.43
H -2.37590 2.63452 -1.08712 0.18
H -3.64662 1.78320 -2.03532 0.19
H -3.10321 1.32247 -0.36008 0.16
H -0.31507 2.21072 -3.46408 0.19
H 1.30728 3.10255 -3.05930 0.19
H 1.14871 1.26949 -3.15388 0.19
H 2.28410 2.52861 0.23033 0.21
H 2.90566 1.18196 -0.53678 0.17
H 4.21499 1.21838 1.21987 0.37
H 3.47344 -1.02517 1.22931 0.16
H 3.48959 -0.39708 2.85040 0.19
H 1.51024 -1.76836 2.51022 0.22
H 1.25524 -0.26490 3.18628 0.21
H -1.57000 -2.04378 2.37441 0.20
H -0.21428 -2.89154 1.81867 0.21
H -2.53187 -3.71249 0.82138 0.22
H -1.37340 -3.52467 -0.24950 0.20
H -3.44253 -1.27555 -0.03900 0.21
H -2.67465 -1.95555 -1.55016 0.23
```


# 4
Entry from the Open Molecules 2025 dataset: an isolated molecule of C14H19NO4S (wB97M-V/def2-TZVPD).

Properties
Energy   -35342.3879 eV
LUMO energy   0.0224 Eh
HOMO   -0.3518 Ha
SMILES   Cc1ccc(S(=O)(=O)N[C@H]2CC[C@@H](C(=O)O)CC2)cc1
ΔE to the lowest compared entry with this formula, charge and spin   29.2 kJ/mol

Structure (XYZ):
```
39
Properties=species:S:1:pos:R:3:nbo_charge:R:1
C -0.80816 -4.87344 -0.73880 -0.63
C -1.12921 -3.41565 -0.62314 0.01
C -1.49258 -2.68151 -1.74818 -0.24
C -1.81057 -1.33904 -1.64123 -0.12
C -1.76355 -0.72904 -0.40316 -0.37
S -2.17916 0.99928 -0.25242 2.32
O -3.11392 1.15560 0.82441 -0.94
O -2.53021 1.50355 -1.55272 -0.94
N -0.75305 1.70024 0.28466 -0.90
C 0.20590 2.07313 -0.74744 -0.06
C 1.12448 3.20963 -0.28037 -0.41
C 2.37537 2.68637 0.43767 -0.40
C 2.08764 1.36973 1.15924 -0.33
C 1.03498 1.58450 2.22790 0.83
O 0.71787 2.65423 2.67896 -0.63
O 0.54377 0.44030 2.72084 -0.70
C 1.71642 0.26768 0.15272 -0.41
C 1.05224 0.84820 -1.09950 -0.42
C -1.41777 -1.43909 0.72898 -0.17
C -1.09750 -2.78053 0.61486 -0.21
H -1.71917 -5.46098 -0.62284 0.23
H -0.38384 -5.10226 -1.71319 0.22
H -0.10956 -5.18093 0.03519 0.22
H -1.52775 -3.16650 -2.71262 0.22
H -2.09782 -0.75004 -2.49818 0.24
H -1.00140 2.46734 0.89377 0.42
H -0.35709 2.39548 -1.63565 0.22
H 1.42787 3.80039 -1.14580 0.22
H 0.56764 3.86605 0.38884 0.22
H 2.71625 3.43121 1.15672 0.23
H 3.17948 2.51481 -0.27918 0.21
H 2.98279 1.05499 1.71000 0.24
H -0.11144 0.64120 3.40804 0.50
H 1.04337 -0.44162 0.63242 0.23
H 2.61720 -0.27322 -0.14165 0.21
H 0.43228 0.08703 -1.57254 0.22
H 1.80758 1.16079 -1.82225 0.21
H -1.40808 -0.93506 1.68100 0.24
H -0.82128 -3.34283 1.49464 0.22
```


# 5
Entry from the Open Molecules 2025 dataset: a structure of composition C14H20AlCl36OP2S (wB97M-V/def2-TZVPD).

Properties
Energy   -503705.2051 eV
LUMO energy   0.0580 Eh
HOMO   -0.1488 Ha
Total charge   -1

Structure (XYZ):
```
75
Properties=species:S:1:pos:R:3:mulliken_charge:R:1
C -0.39120 3.13716 -1.77311 -0.36
C -1.06597 2.48409 -0.71082 -0.19
Al -2.10228 0.80472 -1.26135 0.04
P -0.87123 -1.00691 -0.42158 0.39
O 0.53853 -0.47098 -0.03239 -0.61
P -4.35886 0.80462 -0.59681 0.24
S -5.43378 -0.62175 -1.47030 -0.32
H 0.67216 2.86994 -1.90953 -0.13
H -0.88225 3.82767 -2.48148 0.26
H -0.98468 2.83475 0.34437 0.35
H -2.11596 0.73406 -2.86718 -0.27
H -0.62621 -2.02058 -1.41417 0.02
H -1.48304 -1.67888 0.67933 -0.07
H -4.52132 0.70855 0.82364 -0.04
H -4.94792 2.04649 -0.99754 0.03
C 3.74106 0.87492 -0.92127 0.18
Cl 4.15374 -0.78748 -1.36362 -0.13
Cl 5.19728 1.77910 -0.48008 -0.10
Cl 2.88735 1.67576 -2.24031 -0.19
H 3.08061 0.84392 -0.06015 0.19
C 6.19114 -1.58914 1.92927 0.25
Cl 7.88599 -1.55650 1.42387 -0.08
Cl 5.90969 -2.90685 3.07415 -0.15
Cl 5.72147 -0.03932 2.63605 -0.04
H 5.57774 -1.76305 1.05111 0.03
C -8.36789 0.87460 -3.90958 0.56
Cl -9.21912 2.03962 -2.88733 -0.15
Cl -9.37909 -0.54476 -4.21017 -0.14
Cl -7.87999 1.62542 -5.43445 -0.14
H -7.47201 0.54970 -3.38473 -0.20
C -2.94795 5.69159 2.35421 -0.11
Cl -2.97799 5.02035 3.99126 -0.15
Cl -1.35863 6.38024 1.99580 -0.04
Cl -3.36791 4.45605 1.16472 -0.01
H -3.68493 6.48459 2.29886 0.32
C -6.99640 1.72440 2.85506 -0.09
Cl -7.24782 0.83131 4.36309 -0.15
Cl -5.53206 2.70893 2.95322 -0.05
Cl -6.92441 0.61505 1.48168 -0.05
H -7.83996 2.38936 2.71080 0.31
C 8.79594 -2.80929 -2.45689 -0.06
Cl 7.09830 -2.32911 -2.39238 -0.05
Cl 9.76662 -1.75598 -1.42374 -0.11
Cl 8.98530 -4.50010 -1.97504 -0.12
H 9.14501 -2.70488 -3.47746 0.34
C -4.42813 -3.31417 -4.27642 -0.15
Cl -6.10273 -2.84752 -3.96604 -0.09
Cl -3.33284 -2.24765 -3.40034 -0.05
Cl -4.16387 -5.00794 -3.82827 -0.12
H -4.22920 -3.20869 -5.33628 0.32
C -5.17811 -3.67403 0.85047 0.16
Cl -5.25257 -4.32280 2.49647 -0.17
Cl -3.54938 -3.11405 0.47373 -0.11
Cl -5.70382 -4.88872 -0.32244 -0.05
H -5.85084 -2.82450 0.78619 0.10
C -6.60033 -8.74165 -0.63887 0.05
Cl -8.19026 -9.26477 -1.20979 -0.13
Cl -5.53857 -10.13404 -0.39347 -0.13
Cl -5.87658 -7.59694 -1.76972 -0.05
H -6.72935 -8.24039 0.31408 0.25
C 12.62050 -3.82821 0.74203 0.01
Cl 13.15112 -5.48717 1.04701 -0.13
Cl 12.69105 -3.46137 -0.98705 -0.10
Cl 10.99303 -3.57210 1.37826 -0.07
H 13.29598 -3.15638 1.25842 0.30
C 6.91171 3.60048 3.23112 0.12
Cl 5.47249 2.87730 3.95527 -0.14
Cl 6.52016 4.34922 1.67987 -0.11
Cl 7.63551 4.78317 4.32909 -0.14
H 7.63513 2.81209 3.05541 0.25
C 1.80744 8.63955 2.98430 0.07
Cl 1.78147 7.97125 4.62008 -0.12
Cl 3.39025 9.34011 2.62260 -0.13
Cl 1.38742 7.40027 1.79915 -0.12
H 1.06625 9.42826 2.92813 0.29
```


# 6
Entry from the Open Molecules 2025 dataset: a structure of composition C14H20AuCl5O6P (wB97M-V/def2-TZVPD).

Properties
Energy   -102727.8636 eV
LUMO energy   0.0926 Eh
HOMO   -0.1941 Ha
Total charge   -1

Structure (XYZ):
```
47
Properties=species:S:1:pos:R:3:nbo_charge:R:1
Au 2.24230 1.23871 -1.09453 0.72
Cl -1.77157 4.35163 -6.00924 0.02
C -0.54738 3.98033 -4.84215 -0.14
C 0.39488 2.98229 -5.09351 -0.06
Cl 0.33455 2.11769 -6.59023 0.03
C 1.38169 2.68477 -4.16255 -0.17
Cl 2.55537 1.46043 -4.48091 0.03
C 1.46468 3.35076 -2.92149 0.41
O 2.38025 3.11830 -2.04142 -0.80
C 0.49939 4.36395 -2.70226 -0.17
Cl 0.57608 5.19521 -1.18678 0.02
C -0.48203 4.67112 -3.63433 -0.05
Cl -1.63298 5.91867 -3.29639 0.02
O 3.74356 0.72751 1.17239 -0.99
H 3.70433 1.50107 1.74300 0.46
H 3.06820 0.12477 1.55662 0.51
C -1.37600 -3.78955 0.77504 -0.63
C 0.04523 -3.70158 1.31534 0.28
C 0.77247 -5.01438 1.07872 -0.61
C 0.05805 -3.35229 2.79839 -0.64
O 0.79902 -2.73684 0.55082 -0.84
P 0.87410 -1.14907 0.71810 2.60
O 1.56980 -0.73696 1.97018 -1.20
O 1.45421 -0.66210 -0.58870 -1.18
O -0.68690 -0.78278 0.79972 -0.86
C -1.24570 0.44478 1.33440 0.28
C -2.65869 0.48576 0.77953 -0.61
C -0.47031 1.67107 0.86971 -0.65
C -1.25972 0.35556 2.85464 -0.64
H -1.92271 -4.57931 1.29608 0.20
H -1.35247 -4.02028 -0.29238 0.21
H -1.89630 -2.84355 0.90872 0.23
H 0.24562 -5.83608 1.56905 0.20
H 1.78923 -4.95595 1.47136 0.21
H 0.82918 -5.21579 0.00757 0.21
H -0.42524 -4.15001 3.36777 0.20
H -0.47331 -2.41959 2.98226 0.22
H 1.08391 -3.22995 3.14935 0.23
H -2.63239 0.52414 -0.31120 0.22
H -3.18377 1.36899 1.15100 0.20
H -3.21104 -0.40670 1.08353 0.20
H -0.39962 1.69361 -0.22003 0.23
H 0.54107 1.67229 1.28094 0.23
H -0.98599 2.57485 1.20006 0.21
H -1.89289 -0.47341 3.18243 0.20
H -1.65495 1.28186 3.27843 0.20
H -0.24523 0.19607 3.22293 0.25
```